No. 1
{"formula": "C3H4BrNS", "method": "wB97M-V/def2-TZVPD", "symbols": ["S", "N", "C", "Br", "C", "C", "H", "H", "H", "H"], "xyz": [[1.852583, 3.563456, 1.878851], [0.714803, 3.308986, 0.905113], [-0.060785, 2.824489, 0.151052], [-1.724402, 3.090275, -0.418461], [0.434144, 0.050175, -0.191671], [-0.871464, -0.184068, -0.182588], [1.096835, -0.151280, -1.009805], [1.174812, 0.400364, 0.543075], [-1.363516, -0.435189, -1.090710], [-1.314029, 0.131632, 0.830768]], "forces_ev_per_a": [[2.248, 0.808, 1.918], [-2.183, -1.717, -2.244], [0.791, 1.176, 0.783], [-0.921, 0.073, -0.496], [1.707, -0.366, -0.364], [1.122, 1.665, 2.962], [-0.386, -0.278, -1.219], [-1.363, -0.045, 0.804], [-0.741, -0.413, -0.149], [-0.274, -0.902, -1.995]], "lowdin_charge": [0.62, -0.71, -0.73, 0.83, -0.13, -0.11, 0.04, 0.05, 0.04, 0.08], "orbital_gap_ha": 0.288, "fmax_ev_per_a": 3.58, "homo_energy_ev": -8.606, "smiles": "[S-][N+]#CBr.C=C", "relative_energy_kcal_mol": 81.6, "charge": 0}

***

No. 2
{"formula": "C43H66ClN4O4Y", "method": "wB97M-V/def2-TZVPD", "symbols": ["Y", "C", "N", "C", "C", "C", "N", "C", "C", "C", "C", "C", "C", "C", "O", "C", "C", "C", "C", "C", "C", "C", "C", "C", "C", "C", "C", "C", "C", "C", "O", "C", "C", "C", "C", "C", "C", "C", "C", "H", "H", "H", "H", "H", "H", "H", "H", "H", "H", "H", "H", "H", "H", "H", "H", "H", "H", "H", "H", "H", "H", "H", "H", "H", "H", "H", "H", "H", "H", "H", "H", "H", "H", "H", "H", "H", "H", "H", "H", "H", "H", "H", "H", "H", "H", "H", "H", "H", "H", "H", "H", "H", "H", "N", "C", "C", "N", "H", "H", "H", "H", "H", "H", "H", "H", "Cl", "C", "C", "C", "C", "O", "C", "C", "O", "C", "H", "H", "H", "H"], "xyz": [[0.127776, -0.050087, 1.794848], [-0.345503, -3.079578, 3.969280], [-1.120755, -2.458104, 2.895331], [-2.429723, -2.095232, 3.455185], [-1.314194, -3.418885, 1.794176], [-1.376105, -2.754816, 0.430661], [-0.172775, -1.966966, 0.138029], [1.029106, -2.849165, 0.256552], [2.253178, -2.306787, -0.409208], [2.778206, -2.948635, -1.525113], [3.830152, -2.401238, -2.238287], [4.314718, -1.171099, -1.787801], [3.837100, -0.504145, -0.669511], [2.773817, -1.095729, 0.063704], [2.210303, -0.534263, 1.126145], [4.357454, 0.889707, -0.315596], [4.698796, 0.980218, 1.175679], [5.620065, 1.258813, -1.095658], [3.259410, 1.911267, -0.658538], [4.442481, -3.054135, -3.475058], [3.768170, -4.385107, -3.810845], [4.286712, -2.120674, -4.683302], [5.934081, -3.320449, -3.230504], [-0.263604, -1.403994, -1.237691], [-1.316227, -0.347016, -1.454479], [-2.388782, -0.597009, -2.283727], [-3.312992, 0.395634, -2.605045], [-3.086825, 1.651281, -2.058925], [-2.028737, 1.957606, -1.197490], [-1.127132, 0.927730, -0.871568], [-0.122974, 1.083484, -0.017024], [-1.887026, 3.424376, -0.738307], [-3.260584, 4.030565, -0.404296], [-1.014294, 3.646756, 0.506506], [-1.261659, 4.218828, -1.893910], [-4.488078, 0.081139, -3.527087], [-5.358145, -1.012841, -2.891776], [-3.963506, -0.417775, -4.880891], [-5.370615, 1.303961, -3.779682], [-0.812078, -4.012583, 4.313921], [-0.296550, -2.394186, 4.814491], [0.667077, -3.305767, 3.629002], [-2.859358, -2.947606, 4.000659], [-3.112562, -1.818741, 2.657732], [-2.320380, -1.251041, 4.133490], [-2.235543, -3.994989, 1.947592], [-0.495186, -4.137880, 1.817714], [-2.236992, -2.090770, 0.359759], [-1.499385, -3.547091, -0.324765], [0.790589, -3.828081, -0.182801], [1.222734, -2.994113, 1.323847], [2.318950, -3.878653, -1.837639], [5.121099, -0.716440, -2.347350], [5.427472, 0.216166, 1.455636], [3.798260, 0.822889, 1.756747], [5.126132, 1.960022, 1.406181], [6.405307, 0.510829, -0.967676], [5.999714, 2.214343, -0.728434], [5.421084, 1.375871, -2.163042], [2.335522, 1.686183, -0.127585], [3.037866, 1.888817, -1.727333], [3.587623, 2.923494, -0.399030], [2.707254, -4.251069, -4.029874], [3.865863, -5.099478, -2.991285], [4.239223, -4.820989, -4.693802], [3.231454, -1.922852, -4.880216], [4.725574, -2.575599, -5.574589], [4.781642, -1.163416, -4.516686], [6.067073, -3.994402, -2.382063], [6.473247, -2.397638, -3.013375], [6.389199, -3.779479, -4.111340], [-0.427400, -2.227194, -1.947893], [0.707230, -0.965855, -1.461974], [-2.492850, -1.592899, -2.704502], [-3.767153, 2.448003, -2.320556], [-3.754549, 3.459403, 0.385035], [-3.926196, 4.071528, -1.265083], [-3.131161, 5.053734, -0.045640], [-1.386174, 3.075808, 1.361617], [-1.055127, 4.708636, 0.766747], [0.018943, 3.366681, 0.324844], [-1.875330, 4.148588, -2.793994], [-0.269592, 3.828734, -2.129113], [-1.163826, 5.274067, -1.625150], [-4.785256, -1.924131, -2.714339], [-6.195920, -1.262634, -3.547392], [-5.758586, -0.675249, -1.933713], [-3.357287, -1.316837, -4.766869], [-3.345791, 0.345183, -5.357565], [-4.796329, -0.654013, -5.547809], [-5.797443, 1.687796, -2.851047], [-6.195680, 1.027588, -4.438941], [-4.813667, 2.108705, -4.262994], [1.299582, 2.064861, 2.730368], [2.262330, 1.875072, 3.825053], [1.867256, 0.698081, 4.696769], [1.695086, -0.497157, 3.859044], [1.693669, 2.653723, 2.003938], [0.476640, 2.538521, 3.090060], [2.366604, 2.769821, 4.446062], [3.238135, 1.674019, 3.386702], [0.913516, 0.892572, 5.186741], [2.635068, 0.566781, 5.466662], [1.555633, -1.313381, 4.439344], [2.516027, -0.661286, 3.278014], [-5.711947, 4.128427, 4.685647], [-4.333683, 3.114623, 4.364863], [-3.274721, 3.073305, 5.285761], [-2.179338, 2.283819, 5.055889], [-2.057222, 1.492337, 3.879237], [-1.003601, 0.782180, 3.677863], [-3.154338, 1.543203, 2.972596], [-3.174340, 0.744464, 1.780767], [-2.282393, -0.010827, 1.401205], [-4.274851, 2.354776, 3.233069], [-3.336458, 3.674115, 6.183835], [-1.366937, 2.248739, 5.771187], [-4.092558, 0.808512, 1.172712], [-5.091262, 2.371623, 2.520240]], "forces_ev_per_a": [[0.023, -0.383, 0.351], [0.064, 0.011, -0.068], [-0.008, 0.074, 0.001], [-0.038, 0.015, 0.036], [0.060, -0.058, -0.009], [-0.039, 0.008, -0.006], [0.050, 0.102, -0.090], [-0.017, -0.007, -0.039], [-0.032, -0.044, 0.017], [0.014, 0.034, -0.004], [-0.048, -0.017, 0.034], [0.090, -0.111, 0.054], [-0.086, 0.098, 0.059], [-0.046, 0.128, -0.112], [-0.120, -0.105, 0.010], [-0.009, 0.019, 0.017], [0.040, -0.026, -0.046], [-0.022, 0.033, -0.072], [0.072, -0.001, 0.090], [0.014, 0.010, 0.004], [0.026, 0.035, 0.005], [-0.008, -0.009, 0.008], [-0.022, -0.004, 0.012], [-0.081, 0.075, 0.013], [0.125, -0.100, 0.043], [-0.062, 0.013, -0.041], [0.057, 0.033, 0.068], [-0.023, -0.059, -0.044], [0.006, 0.091, 0.076], [-0.030, 0.119, -0.050], [-0.011, -0.008, -0.002], [0.003, -0.034, 0.000], [0.025, -0.012, -0.031], [-0.010, -0.010, -0.024], [0.000, -0.005, -0.008], [-0.016, -0.004, -0.030], [0.013, 0.013, -0.008], [-0.019, 0.012, 0.015], [0.012, -0.027, 0.002], [0.003, 0.005, 0.013], [0.005, 0.014, 0.044], [-0.020, -0.002, -0.002], [0.003, 0.004, -0.016], [0.018, -0.006, 0.006], [-0.010, -0.003, -0.006], [0.015, -0.013, 0.025], [-0.024, -0.004, -0.018], [-0.021, -0.016, -0.010], [0.008, 0.021, -0.017], [0.008, -0.013, 0.027], [-0.003, -0.026, -0.013], [0.005, -0.011, -0.008], [-0.017, 0.016, 0.000], [0.037, -0.004, -0.007], [0.054, -0.026, 0.031], [-0.019, 0.019, 0.009], [0.018, 0.019, 0.011], [-0.002, 0.008, -0.013], [0.025, -0.023, 0.009], [-0.056, -0.009, -0.006], [0.006, 0.007, -0.007], [0.001, -0.002, -0.003], [-0.010, -0.010, -0.004], [-0.007, -0.014, 0.000], [-0.001, -0.004, -0.003], [-0.003, 0.007, -0.009], [0.001, -0.002, -0.008], [0.004, 0.010, 0.001], [0.013, -0.003, 0.002], [0.008, 0.002, -0.004], [0.008, -0.004, -0.006], [0.014, -0.010, 0.008], [-0.012, 0.004, -0.006], [0.008, -0.008, 0.003], [-0.004, -0.005, -0.008], [-0.020, -0.008, 0.010], [-0.018, 0.022, 0.014], [0.003, 0.008, 0.001], [0.001, -0.001, 0.008], [-0.003, -0.017, 0.017], [0.024, -0.011, 0.005], [-0.001, -0.005, 0.000], [0.006, -0.002, -0.008], [0.007, 0.014, -0.001], [0.004, -0.005, 0.000], [-0.011, -0.006, 0.004], [-0.007, -0.001, 0.006], [0.004, -0.011, -0.009], [0.007, 0.003, -0.004], [0.001, -0.006, -0.008], [-0.010, 0.014, -0.001], [-0.010, 0.001, 0.003], [0.004, 0.008, 0.003], [-0.066, 0.078, -0.126], [0.005, -0.031, 0.056], [0.018, -0.033, 0.008], [0.002, 0.083, -0.051], [0.020, -0.024, -0.019], [-0.012, 0.033, -0.064], [-0.016, -0.008, 0.008], [0.006, 0.040, -0.010], [0.005, 0.020, 0.014], [-0.007, -0.012, -0.004], [-0.004, -0.023, 0.001], [0.002, -0.021, 0.017], [0.020, -0.009, 0.003], [0.003, 0.005, 0.014], [-0.025, -0.004, -0.028], [0.019, 0.009, 0.028], [0.006, -0.016, 0.042], [0.035, 0.047, -0.130], [-0.014, -0.002, -0.032], [-0.010, -0.017, -0.010], [0.055, 0.045, 0.023], [-0.021, 0.011, -0.029], [0.002, 0.003, 0.007], [0.000, 0.005, 0.006], [0.005, 0.001, -0.008], [-0.007, 0.001, 0.001]], "lowdin_charge": [1.57, -0.11, -0.26, -0.09, -0.19, -0.18, -0.19, -0.13, -0.17, 0.01, -0.17, 0.02, -0.08, -0.29, -0.26, -0.53, -0.05, -0.07, -0.03, -0.56, -0.07, -0.05, -0.05, -0.10, -0.14, 0.00, -0.17, 0.01, -0.09, -0.30, -0.25, -0.52, -0.05, -0.05, -0.04, -0.56, -0.05, -0.05, -0.07, 0.10, 0.08, 0.08, 0.10, 0.08, 0.08, 0.13, 0.11, 0.11, 0.13, 0.13, 0.11, 0.10, 0.09, 0.10, 0.03, 0.09, 0.09, 0.08, 0.08, 0.05, 0.09, 0.09, 0.08, 0.08, 0.08, 0.09, 0.08, 0.08, 0.09, 0.08, 0.08, 0.13, 0.13, 0.11, 0.09, 0.07, 0.07, 0.09, 0.07, 0.09, 0.06, 0.08, 0.09, 0.08, 0.07, 0.08, 0.09, 0.07, 0.09, 0.08, 0.09, 0.08, 0.09, -0.01, -0.23, -0.25, -0.02, 0.09, 0.08, 0.12, 0.09, 0.09, 0.12, 0.06, 0.07, 0.65, -0.67, -0.09, 0.00, -0.37, -0.19, -0.14, -0.17, -0.08, -0.07, 0.11, 0.11, 0.14, 0.12], "orbital_gap_ha": 0.261, "fmax_ev_per_a": 0.52, "homo_energy_ev": -7.210, "relative_energy_kcal_mol": 9.8, "charge": 0}